Record 1
{"formula": "C26H54N4O9", "method": "wB97M-V/def2-TZVPD", "elements": ["C", "O", "C", "C", "O", "C", "C", "O", "C", "H", "H", "H", "H", "H", "H", "H", "H", "H", "H", "H", "H", "H", "H", "C", "O", "C", "C", "O", "C", "C", "O", "C", "H", "H", "H", "H", "H", "H", "H", "H", "H", "H", "H", "H", "H", "H", "C", "O", "C", "C", "O", "C", "C", "O", "C", "H", "H", "H", "H", "H", "H", "H", "H", "H", "H", "H", "H", "H", "H", "C", "C", "N", "H", "H", "H", "C", "C", "N", "H", "H", "H", "C", "C", "N", "H", "H", "H", "C", "C", "N", "H", "H", "H"], "positions_angstrom": [[3.3088, -0.9648, 0.1875], [3.4517, -1.2770, -1.1828], [2.3236, -2.0296, -1.7140], [2.7351, -2.7308, -3.0147], [2.7206, -1.6703, -3.9765], [2.0588, -2.0061, -5.1674], [2.5858, -3.2885, -5.9447], [4.0218, -3.6689, -5.7846], [5.0649, -2.8887, -6.3984], [2.2986, -0.7197, 0.5154], [3.9564, -0.0922, 0.2737], [3.6440, -1.8675, 0.6983], [1.6312, -1.1982, -1.8460], [2.0561, -2.7708, -0.9608], [1.9822, -3.5038, -3.1690], [3.7097, -3.2055, -2.9012], [2.0457, -1.1211, -5.8036], [1.0223, -2.2587, -4.9440], [2.3028, -3.0254, -6.9639], [1.9762, -4.1636, -5.7194], [4.8538, -1.8391, -6.1935], [4.9820, -3.0924, -7.4660], [6.0676, -3.1372, -6.0509], [2.3443, -1.5036, 10.5232], [1.7059, -0.3305, 9.9329], [0.4101, -0.5519, 9.4714], [-0.2490, 0.7860, 9.0845], [0.1055, 1.4020, 7.7989], [-0.2607, 0.7566, 6.6210], [0.3619, 1.4454, 5.3942], [1.6889, 1.0059, 5.2502], [2.4066, 1.7232, 4.2126], [2.0545, -2.4346, 10.0360], [1.9262, -1.3698, 11.5209], [3.4325, -1.4566, 10.5648], [-0.1074, -0.9443, 10.3468], [0.3930, -1.3040, 8.6826], [-0.0499, 1.5139, 9.8710], [-1.3318, 0.6621, 9.1005], [-1.3299, 0.9243, 6.4909], [-0.1887, -0.3295, 6.5628], [0.2162, 2.5255, 5.4089], [-0.0999, 1.1695, 4.4462], [3.4442, 1.3895, 4.2205], [2.3951, 2.7794, 4.4820], [1.9067, 1.6036, 3.2514], [-5.9902, 2.3559, -5.9925], [-5.1516, 2.9325, -6.9119], [-3.8571, 3.2928, -6.5287], [-3.0030, 2.2813, -5.8292], [-3.0972, 2.5382, -4.4274], [-2.4983, 1.6651, -3.4657], [-3.4052, 1.5459, -2.2811], [-3.6934, 2.8010, -1.6860], [-4.4657, 2.6332, -0.5334], [-6.9677, 2.7967, -6.1882], [-5.6889, 2.7210, -5.0107], [-6.0641, 1.2734, -6.0971], [-3.9071, 4.1652, -5.8772], [-3.3377, 3.7421, -7.3751], [-1.9735, 2.3365, -6.1831], [-3.3208, 1.2673, -6.0720], [-1.5329, 2.0719, -3.1645], [-2.3169, 0.6397, -3.7880], [-2.8217, 0.9090, -1.6163], [-4.2850, 1.0077, -2.6336], [-4.5446, 1.6078, -0.1722], [-5.5029, 2.8945, -0.7430], [-4.1313, 3.1785, 0.3492], [4.0356, 1.6372, -2.4695], [2.6384, 1.8559, -1.9755], [1.6266, 2.0755, -1.5597], [4.0010, 0.7332, -3.0773], [4.7914, 1.5418, -1.6899], [4.2796, 2.4410, -3.1641], [-1.7487, -2.8287, -0.7183], [-1.6357, -2.3914, -2.1180], [-1.5585, -2.0595, -3.2021], [-0.8693, -3.4726, -0.7171], [-2.6600, -3.4181, -0.6168], [-1.5686, -2.0178, -0.0126], [-0.5174, 0.7395, 0.3851], [-0.9763, 1.5471, 1.4404], [-1.2600, 2.2672, 2.2873], [-0.5120, 1.2981, -0.5509], [-1.2823, -0.0223, 0.2350], [0.4238, 0.2403, 0.6153], [-1.7198, -1.5460, 3.4744], [-0.4520, -1.7574, 2.7355], [0.4914, -1.9302, 2.0789], [-1.3601, -1.2328, 4.4545], [-2.2102, -2.5109, 3.6027], [-2.3740, -0.7887, 3.0424]], "homo_energy_ev": -9.33, "lumo_energy_ev": 0.22, "smiles": "COCCOCCOC.COCCOCCOC.COCCOCCOC.CC#N.CC#N.CC#N.CC#N", "orbital_gap_ev": 9.6}

Record 2
{"formula": "C4H13N4", "method": "wB97M-V/def2-TZVPD", "elements": ["C", "N", "C", "N", "H", "H", "H", "H", "H", "H", "C", "N", "C", "N", "H", "H", "H", "H", "H", "H", "H"], "positions_angstrom": [[-1.1372, -1.4920, -1.4688], [-2.3505, 1.0758, -1.5725], [-2.6798, 0.1415, -0.6575], [-2.1389, -1.0435, -0.5275], [-1.3704, -1.2625, -2.5127], [-1.0320, -2.5769, -1.4210], [-0.1583, -1.0613, -1.2271], [-2.6613, 2.0190, -1.3448], [-1.4329, 1.0083, -1.9856], [-3.5075, 0.4151, -0.0057], [0.6178, -0.4270, 2.3106], [1.1826, 0.4088, 1.2282], [2.4081, 0.3223, 0.7930], [2.9245, 1.0761, -0.1581], [-0.2531, -0.9404, 1.9142], [0.3677, 0.2152, 3.1517], [1.3795, -1.1386, 2.6173], [0.5359, 1.0236, 0.7596], [3.0620, -0.4187, 1.2383], [2.3794, 1.7565, -0.6671], [3.8643, 0.8987, -0.4645]], "homo_energy_ev": [-18.48, -18.48], "lumo_energy_ev": [-7.25, -11.63], "de_lowest_kj_mol": 0.0, "charge": 2, "orbital_gap_ev": [11.2, 6.9], "multiplicity": 2}